# 1
A structure of composition C36H46AuN4P2Si2 in a non-equilibrium geometry. Source: the Open Molecules 2025 dataset; level of theory: ωB97M-V/def2-TZVPD.

Results
energy relative to the best compared isomer or geometry (same formula, charge and spin) = 14.80 kcal/mol
orbital gap = 7.14 eV
charge = +1
DFT total energy = -3015.70956 Eh
HOMO = -10.87 eV

The geometry in XYZ format:
```
91
Properties=species:S:1:pos:R:3:lowdin_charge:R:1
C 3.45 3.75 -2.53 -0.06
H 0.43 0.48 -6.17 0.11
H 2.01 5.11 0.22 0.11
H 3.09 1.78 -3.26 0.11
H 1.98 -2.16 5.28 0.09
N 2.08 -0.32 -0.23 -0.37
H -3.58 -3.63 0.72 0.03
H 1.77 0.65 6.11 0.12
P -1.81 -0.34 -0.59 0.66
C 1.32 0.62 5.13 0.03
H 1.70 -2.43 3.56 0.06
H 1.89 -3.17 -4.48 0.11
C 2.25 4.38 -0.54 -0.07
H -4.59 -0.77 -1.29 0.11
C 2.84 2.50 -2.50 -0.09
H 5.86 -0.43 -0.92 0.04
H 3.62 5.66 -1.57 0.11
C -2.51 -1.63 -4.38 -0.07
N -1.63 -1.19 0.76 -0.37
C 0.77 -0.09 -5.31 -0.07
Si -2.67 -1.74 2.06 0.35
H -2.17 2.41 0.26 0.09
H -4.60 -3.29 2.12 0.04
H 0.26 3.02 6.10 0.09
C -4.00 -2.82 1.32 -0.16
H -6.42 2.85 0.06 0.11
N 0.22 1.14 3.32 0.04
C -2.43 -0.83 -3.25 -0.09
H -1.61 -4.60 -3.02 0.11
C -1.74 -2.74 -1.95 -0.08
H -2.20 -3.40 3.85 0.04
H 4.15 3.99 -3.31 0.11
H -2.30 -3.61 -5.17 0.11
H 4.92 -2.17 1.59 0.04
C -4.29 2.77 0.23 -0.07
C 0.14 2.95 5.02 -0.01
H -1.44 -3.17 -1.00 0.10
H -2.68 0.50 3.12 0.01
H 4.97 1.03 -1.34 0.02
H 4.13 -2.81 0.15 0.03
C 4.86 -0.04 -1.13 -0.16
C 1.64 3.13 -0.51 -0.09
C 0.56 1.61 4.54 -0.29
C 4.02 -2.10 0.97 -0.17
C -5.64 0.98 -0.65 -0.06
C 1.16 -1.41 -5.46 -0.07
P 1.26 0.53 -1.32 0.68
C -0.35 0.64 -0.62 -0.32
H 4.51 -0.53 -2.04 0.03
H -4.69 -2.25 0.70 0.02
H 0.93 2.89 0.27 0.09
C -1.60 -2.73 3.23 -0.18
N 0.71 -0.09 3.10 -0.03
C 1.60 -2.14 -4.36 -0.07
H 0.52 1.55 -3.95 0.12
C 1.93 2.19 -1.49 -0.30
H 3.19 0.83 2.42 0.01
C -3.25 0.73 -0.52 -0.31
H 2.01 -2.10 -2.25 0.10
H 0.74 3.74 4.57 0.09
H 1.11 -1.88 -6.43 0.11
H -4.20 3.77 0.64 0.11
H 3.17 -1.61 4.10 0.08
C -4.50 0.22 -0.86 -0.09
H 3.18 -2.44 1.59 0.00
H -6.61 0.58 -0.91 0.11
H -4.25 0.17 2.38 0.02
Si 3.74 -0.37 0.32 0.35
C 3.99 0.90 1.67 -0.16
C -3.43 -0.28 2.95 -0.16
C 0.83 0.51 -4.06 -0.09
H 3.97 1.91 1.25 0.03
C 2.10 -1.73 4.29 -0.02
C 3.15 4.69 -1.55 -0.06
C -3.15 2.01 0.02 -0.09
C 1.29 -0.21 -2.96 -0.31
C -5.53 2.25 -0.10 -0.06
C 1.66 -1.54 -3.11 -0.08
H -2.66 0.23 -3.32 0.12
Au 0.39 -0.82 0.86 1.00
H -0.36 1.58 2.62 0.14
H -1.04 -2.07 3.90 0.01
C -2.04 -1.39 -2.03 -0.31
C -2.22 -2.98 -4.29 -0.07
C 1.39 -0.42 4.19 -0.36
H -0.88 -3.34 2.68 0.03
H -2.82 -1.19 -5.32 0.11
H 4.94 0.77 2.18 0.04
H -0.91 3.15 4.79 0.08
C -1.83 -3.54 -3.08 -0.07
H -3.82 -0.58 3.93 0.04
```

# 2
A structure of composition C36H46ClCrF4N7. Source: the Open Molecules 2025 dataset; level of theory: ωB97M-V/def2-TZVPD.

Results
<S²> = 3.799
energy relative to the best compared isomer or geometry (same formula, charge and spin) = 14.09 kcal/mol
orbital gap (alpha / beta) = 7.24 / 7.51 eV
charge = +1
DFT total energy = -3686.67668 Eh
HOMO (alpha / beta) = -9.76 / -10.04 eV
multiplicity = 4

The geometry in XYZ format:
```
95
Properties=species:S:1:pos:R:3:lowdin_charge:R:1
Cr -1.08 -0.73 0.05 0.84
H -3.61 0.35 1.50 0.10
C 4.14 3.82 -2.54 -0.03
H 3.57 5.12 -4.14 0.11
H -1.87 1.11 -3.48 0.11
H 0.13 -1.60 -2.51 0.05
H 0.16 0.76 5.07 0.11
C -3.33 2.40 2.00 -0.06
C -2.74 -2.81 3.43 -0.22
C 4.74 2.26 -0.65 -0.03
C -0.39 4.65 1.13 -0.03
H -0.70 0.23 -4.82 0.07
H 0.57 -0.99 -4.75 0.09
C 2.00 3.75 -3.62 -0.06
H -0.29 5.01 0.10 0.09
C 1.09 1.11 -0.14 -0.36
H 0.79 -2.29 -0.93 -0.04
H 0.59 3.02 -0.54 0.13
C 3.78 2.78 -1.68 -0.20
H -0.51 -3.35 -0.84 0.11
H -3.04 -1.17 -3.33 0.13
H 0.61 4.41 1.50 0.09
C -2.45 -2.25 2.22 -0.12
H 4.27 2.21 0.33 0.08
C 1.73 -4.35 0.23 -0.15
C -2.00 0.99 -2.40 -0.21
C -1.75 1.08 0.70 -0.18
C -4.50 -2.96 1.31 -0.13
F -1.25 -1.56 2.05 0.01
F -5.41 -3.04 0.33 0.09
C 2.16 0.13 4.61 -0.08
C 0.43 0.44 2.98 -0.02
H -2.81 4.46 2.35 0.11
H 2.50 0.15 5.64 0.11
N 2.13 1.13 -0.98 0.16
H -4.19 -3.93 4.57 0.14
H -4.05 -2.62 -1.49 0.13
Cl 2.83 -2.09 -1.92 -0.09
H -3.67 1.22 -1.02 0.06
H -0.79 5.47 1.72 0.08
C -2.54 -1.43 -2.39 -0.15
C -3.93 -3.48 3.62 0.07
C -3.43 1.36 -2.07 -0.05
C -0.29 -0.65 -2.84 -0.25
H 2.59 0.23 -1.11 0.05
C -0.41 -0.72 -4.36 -0.05
H 4.04 -0.51 3.83 0.11
H 3.78 -4.80 0.34 0.17
H 1.34 -2.45 1.22 0.10
N 0.81 -0.02 0.56 -0.01
H 3.20 -4.13 1.74 0.17
H -0.59 0.70 2.76 0.09
H 5.10 1.26 -0.91 0.09
H 5.61 2.92 -0.57 0.09
H -4.33 -0.90 -1.27 0.11
N -1.53 -0.39 -2.04 -0.20
H 3.42 -3.19 0.38 0.07
N 0.31 2.19 -0.05 0.18
C -0.95 2.23 0.65 -0.22
H 0.66 2.25 -2.90 0.10
C 3.63 -0.67 1.23 -0.08
H 0.45 0.11 -2.56 0.09
C -2.52 3.52 1.89 -0.03
C -1.30 3.45 1.22 -0.21
H 1.84 -4.23 -0.85 0.07
H -1.99 -2.35 -2.56 0.12
H -1.11 -1.49 -4.68 0.08
H 1.43 -5.36 0.48 0.13
H -4.15 0.81 -2.68 0.08
F -5.97 -4.14 2.67 0.11
C -4.79 -3.52 2.54 -0.21
H -3.56 2.42 -2.30 0.09
F -1.84 -2.71 4.42 0.10
C 1.28 0.05 1.94 -0.21
H 1.31 4.12 -4.37 0.11
H -1.32 1.69 -1.91 0.09
C 0.85 0.47 4.30 -0.06
H 5.13 4.25 -2.44 0.12
C 3.27 4.31 -3.49 -0.06
C 0.78 -3.27 0.77 -0.21
H 0.12 -3.67 1.54 0.12
H 4.39 -1.32 1.66 0.08
N -2.81 -1.70 -0.04 -0.09
N 0.03 -2.65 -0.34 -0.04
H 4.17 0.20 0.85 0.05
C -3.55 -1.67 -1.28 -0.19
C 2.61 -0.29 2.26 -0.22
C -2.95 1.21 1.41 -0.11
H 3.18 -1.13 0.34 -0.04
C 1.63 2.71 -2.79 -0.03
H -4.27 2.47 2.54 0.11
C -3.28 -2.29 1.08 -0.19
C 2.51 2.23 -1.82 -0.18
N 3.13 -4.11 0.73 0.18
C 3.01 -0.25 3.60 -0.05
```

# 3
A structure of composition C36H46GeN4O5Re. Source: the Open Molecules 2025 dataset; level of theory: ωB97M-V/def2-TZVPD.

Results
<S²> = 0.755
energy relative to the best compared isomer or geometry (same formula, charge and spin) = 0.00 kcal/mol
orbital gap (alpha / beta) = 7.31 / 6.38 eV
charge = +2
DFT total energy = -4149.40766 Eh
HOMO (alpha / beta) = -13.00 / -13.00 eV
multiplicity = 2

The geometry in XYZ format:
```
93
Properties=species:S:1:pos:R:3:lowdin_charge:R:1
H -1.87 -2.97 3.08 0.14
H 1.67 -4.10 -0.46 0.12
C -1.04 -2.54 2.53 -0.13
N -2.21 -2.52 -0.68 -0.02
C 1.44 1.41 3.36 -0.14
H -1.40 -0.72 -5.43 0.11
H -0.25 1.13 -3.80 0.12
H -1.54 2.99 3.14 0.10
H 0.65 -0.60 1.84 0.09
H 2.42 1.35 2.88 0.10
C 2.79 5.05 0.22 -0.11
C -0.33 -3.07 -3.18 -0.30
H -2.09 7.37 0.34 0.11
H -3.35 -2.58 1.09 0.12
C 0.04 0.85 5.23 -0.08
H -3.80 -3.81 -0.08 0.14
O 2.71 0.18 -2.35 0.16
N -0.20 -0.67 1.27 -0.04
C 1.24 0.72 4.55 -0.09
H 0.09 -4.76 2.77 0.15
H -0.89 -6.67 -5.13 0.10
H -0.32 -6.89 -6.80 0.10
H -1.56 1.40 -2.65 0.09
H 2.51 -2.78 -0.01 0.12
O -0.64 -4.96 -6.30 -0.02
H -1.63 -4.93 0.19 0.13
H -4.12 6.10 -0.29 0.11
C -1.94 -4.21 0.94 -0.16
O -0.85 -0.58 -1.56 -0.20
H -0.37 0.28 0.97 0.07
Re -0.02 -2.09 -0.40 1.67
C 2.20 0.01 -1.29 -0.51
H 0.08 1.47 -0.54 0.03
H 0.05 -5.10 -3.68 0.12
C -0.88 4.22 0.70 -0.28
C 0.30 -4.42 1.75 -0.15
H 2.15 0.47 0.79 0.08
O 0.12 -3.33 -1.96 -0.24
C 0.44 2.22 2.81 -0.28
H -0.10 0.34 6.18 0.11
H -0.17 -2.58 3.19 0.13
H -1.33 -0.49 3.06 0.12
H 2.54 4.11 3.47 0.10
C -0.93 -0.61 -2.84 -0.31
H -2.23 -0.96 1.63 0.11
N -0.73 -3.42 1.33 -0.24
O 1.51 -1.17 -1.08 -0.26
H -2.32 -4.76 1.80 0.15
C -1.29 -1.10 2.16 -0.18
C -0.31 -4.15 -4.06 0.06
H 2.04 0.12 4.97 0.11
C -0.23 -6.28 -5.91 -0.03
H 5.38 6.71 1.62 0.11
C 4.03 5.42 2.67 -0.07
H 0.80 -6.27 -5.57 0.10
H 2.31 4.92 -0.74 0.10
C -1.20 0.74 -3.43 0.03
H 1.82 -2.97 2.26 0.12
H -2.03 2.43 0.34 0.08
C -2.03 3.52 0.34 -0.14
N 1.67 -3.32 0.21 -0.06
H 4.27 6.38 -0.56 0.11
C 2.18 1.00 -0.16 -0.16
C -1.10 -1.68 -5.03 0.01
C 1.66 -3.81 1.59 -0.17
C -2.96 -3.28 0.35 -0.16
C -0.92 5.61 0.70 -0.09
H 3.12 1.55 -0.19 0.14
H 0.21 -5.29 1.09 0.13
H -2.22 -3.05 -1.56 0.11
H -1.90 0.74 -4.25 0.09
C 4.52 6.06 1.55 -0.07
C -0.78 -1.78 -3.64 -0.09
H -2.67 -1.64 -0.90 0.12
H 4.51 5.57 3.63 0.11
C -3.19 4.19 -0.01 -0.09
C 1.02 1.99 -0.33 -0.24
C 2.92 4.59 2.58 -0.10
C -0.76 2.34 3.52 -0.10
C -0.66 -3.99 -5.40 -0.26
C -2.08 6.29 0.34 -0.06
H -0.04 6.18 0.98 0.10
C -0.96 1.67 4.72 -0.08
H -1.31 -2.62 -6.93 0.14
C -1.05 -2.72 -5.88 0.03
C 2.29 4.39 1.35 -0.29
H -1.88 1.80 5.27 0.11
H -4.08 3.63 -0.29 0.10
C 3.90 5.88 0.32 -0.07
Ge 0.74 3.25 1.17 1.01
H 2.45 -4.54 1.78 0.14
C -3.21 5.58 -0.02 -0.07
H 1.21 2.59 -1.22 0.09
```

# 4
A structure of composition C36H46IrN6S. Source: the Open Molecules 2025 dataset; level of theory: ωB97M-V/def2-TZVPD.

Results
<S²> = 0.793
energy relative to the best compared isomer or geometry (same formula, charge and spin) = 0.00 kcal/mol
orbital gap (alpha / beta) = 7.34 / 4.65 eV
charge = +2
DFT total energy = -2230.04348 Eh
HOMO (alpha / beta) = -13.36 / -13.34 eV
multiplicity = 2

The geometry in XYZ format:
```
90
Properties=species:S:1:pos:R:3:lowdin_charge:R:1
H 3.70 1.00 4.37 0.12
C 0.70 -1.37 3.64 0.03
H -0.46 -3.14 -0.82 0.10
N 1.51 -1.46 1.31 0.04
N -0.96 -1.56 -3.07 -0.11
H -2.44 1.73 -0.35 0.10
H -3.00 0.68 -2.76 0.03
C 2.18 2.19 -1.88 -0.19
C 2.67 -0.18 2.88 -0.45
C -1.31 -2.76 -3.48 -0.05
N -0.48 -2.32 -0.23 -0.07
C -1.13 0.89 1.12 -0.16
H -1.10 0.10 1.87 0.10
C -0.99 -0.73 -4.20 -0.25
C -0.06 -1.21 6.07 -0.56
H -0.28 6.08 -1.38 0.12
H -1.95 -3.34 0.93 0.14
C -1.45 3.17 -2.72 -0.15
C 0.86 4.27 -1.55 -0.01
H 4.74 -1.60 -0.52 0.11
C -0.67 0.09 6.63 -0.04
H 2.13 0.40 6.14 0.12
H -0.68 1.33 -4.77 0.16
H -3.28 0.85 0.93 0.14
N -2.40 -0.33 -0.62 -0.16
C -2.40 0.85 0.29 -0.16
H 0.10 -2.16 8.01 0.09
H -1.82 -1.67 4.88 0.08
H 2.15 1.47 -3.94 0.06
H -1.25 0.61 5.87 0.09
C -1.61 -2.75 -4.89 0.01
C -0.31 2.38 -2.47 -0.17
H -1.83 -2.35 6.50 0.09
H 3.49 -2.00 -4.56 0.12
Ir -0.33 -0.59 -1.41 1.39
N 0.05 0.73 0.23 -0.02
H -3.33 3.62 -3.53 0.12
H -1.93 -3.61 -5.47 0.12
C 1.59 -1.03 2.62 -0.30
H 1.55 -1.28 7.55 0.08
H -3.04 -0.13 -1.39 0.07
C -1.19 -2.13 5.64 -0.06
H -3.89 1.90 -1.81 0.08
C 2.87 0.34 4.16 -0.05
H 5.30 -2.04 -2.86 0.12
H 1.76 4.71 -1.14 0.13
C -0.68 0.61 -3.97 -0.05
H -3.64 -1.46 0.69 0.14
H 1.20 -2.83 6.80 0.10
C 4.28 -1.80 -2.58 -0.05
H -0.82 -3.09 5.27 0.09
C 0.87 2.93 -1.93 -0.19
H 2.97 3.02 -3.73 0.09
C 3.28 -1.78 -3.53 -0.06
H -2.27 5.12 -2.45 0.12
H 0.28 1.64 -0.17 0.08
C 1.61 -1.17 -1.82 -0.23
H 2.06 1.19 -1.45 0.06
C -3.55 1.62 -2.81 -0.07
H -1.08 1.83 1.66 0.14
H -3.22 -2.23 -0.84 0.13
H -1.53 -1.11 -6.34 0.13
S 3.58 0.06 1.43 1.17
C 2.48 -0.99 0.58 -0.55
H 0.85 0.44 0.78 0.06
H -2.47 2.46 -4.48 0.11
H -4.44 1.45 -3.42 0.10
C -0.28 5.05 -1.70 -0.03
C 2.80 2.04 -3.27 -0.05
H 0.37 -2.33 0.38 0.06
C 2.66 -1.24 -0.87 -0.25
H 1.24 -1.48 -3.93 0.08
H -0.11 -2.06 3.42 0.10
C -2.71 2.73 -3.44 -0.17
C 0.75 -1.91 7.17 -0.03
C -1.40 4.50 -2.29 -0.01
H 0.09 0.77 7.00 0.08
C 0.87 -0.86 4.91 -0.15
C -2.83 -1.62 -0.02 -0.15
C -1.40 -1.48 -5.33 0.03
C -1.67 -2.32 0.65 -0.18
H -1.38 -1.82 1.57 0.09
H -1.33 -0.15 7.46 0.09
N -0.37 0.97 -2.74 -0.01
C 1.98 -1.48 -3.14 -0.11
H -1.35 -3.61 -2.82 0.13
C 3.96 -1.54 -1.26 -0.04
C 1.97 0.00 5.14 -0.01
H 2.86 2.73 -1.23 0.12
H 3.75 1.52 -3.21 0.08
```

# 5
A structure of composition C36H46IrN6S in a non-equilibrium geometry. Source: the Open Molecules 2025 dataset; level of theory: ωB97M-V/def2-TZVPD.

Results
<S²> = 0.767
energy relative to the best compared isomer or geometry (same formula, charge and spin) = 69.45 kcal/mol
orbital gap (alpha / beta) = 5.90 / 5.91 eV
charge = +2
DFT total energy = -2229.93280 Eh
HOMO (alpha / beta) = -13.21 / -13.22 eV
multiplicity = 2

The geometry in XYZ format:
```
90
Properties=species:S:1:pos:R:3:lowdin_charge:R:1
C -0.80 0.41 -3.58 -0.10
H 1.18 0.52 6.88 0.08
C 1.95 -1.16 -1.97 -0.11
H -2.77 -0.71 -1.49 0.09
Ir 0.05 -0.77 -0.83 1.47
C 3.12 -1.24 -1.20 -0.27
C -1.44 4.56 -2.43 -0.02
H -3.88 -2.02 0.44 0.14
H 2.65 2.08 -3.07 0.08
H -2.96 -2.76 -0.87 0.12
H -0.50 -3.45 -0.30 0.09
C 3.26 -0.98 2.64 -0.44
N -0.56 -2.70 0.39 0.00
H 5.43 -1.53 -3.66 0.12
C -1.01 -3.04 -3.05 -0.13
H 2.71 -0.83 5.94 0.12
N -0.47 0.98 -2.47 0.06
H 0.14 -2.88 1.10 0.10
C -2.60 2.78 -3.68 -0.18
C 3.54 -0.92 3.99 -0.04
C 1.93 -0.95 2.18 -0.30
H 3.82 1.81 -1.78 0.08
C 4.37 -1.39 -1.81 -0.03
C 1.15 -0.84 4.45 -0.15
H 1.20 -1.16 -3.98 0.09
H 0.05 -2.89 5.86 0.09
H -1.91 0.02 2.06 0.08
N -0.81 -1.80 -2.61 -0.07
H -4.07 2.29 -2.16 0.08
C -1.47 3.22 -2.78 -0.14
H 1.08 -1.99 6.98 0.08
C -1.35 -0.71 4.88 -0.06
H 1.33 4.71 -0.53 0.13
H -0.57 0.66 7.03 0.10
N -2.44 -0.78 -0.54 -0.11
C -0.98 -0.96 -3.69 -0.37
C -2.89 -2.08 -0.03 -0.17
H -3.14 3.68 -3.99 0.12
C -0.45 2.37 -2.27 -0.17
C 0.25 0.54 6.31 -0.03
C 0.54 4.29 -1.14 -0.03
C 0.14 -1.97 6.43 -0.03
H 5.25 -1.45 -1.19 0.10
H -2.22 2.33 -4.60 0.10
N 1.83 -1.01 0.80 -0.01
H -2.21 5.22 -2.83 0.12
H -1.87 -2.04 1.88 0.09
C 1.82 2.18 -1.07 -0.23
C -0.47 5.10 -1.61 -0.04
H 0.10 1.00 1.47 0.09
H -2.09 -0.66 5.68 0.10
C 0.88 -0.88 3.09 0.02
H -0.89 0.99 -4.49 0.15
C -1.90 -2.65 0.98 -0.19
H -3.13 0.89 -2.73 0.03
C 0.59 2.94 -1.47 -0.21
H -0.67 -1.93 7.16 0.10
H -0.90 -3.92 -2.43 0.11
H -0.50 6.15 -1.35 0.12
C -1.35 -3.04 -4.42 -0.04
H 4.57 -0.93 4.34 0.13
C -1.93 0.79 1.29 -0.20
H 3.24 3.45 -2.11 0.09
H -1.54 -1.33 -5.81 0.13
C -1.33 -1.72 -4.83 0.00
H -1.56 -1.61 4.30 0.08
H -0.53 1.79 0.18 0.08
H -1.49 0.18 4.26 0.07
H -4.40 1.59 -3.75 0.09
H 2.16 2.52 -0.08 0.12
H -0.13 -0.87 2.72 0.06
N -0.58 0.93 0.72 0.01
C 2.95 2.40 -2.07 -0.05
C 4.47 -1.43 -3.18 -0.04
C -3.61 1.82 -3.03 -0.07
C 0.05 -0.75 5.50 -0.55
H 3.38 -1.36 -5.03 0.12
H 1.61 1.12 -1.02 0.02
S 4.35 -1.10 1.30 1.20
C 2.99 -1.12 0.22 -0.52
C 2.07 -1.22 -3.35 -0.08
H -3.89 0.23 0.65 0.14
H 0.26 1.41 5.66 0.09
C 3.31 -1.34 -3.95 -0.03
H -2.27 1.72 1.75 0.14
H -3.00 1.22 -0.51 0.10
H -1.58 -3.92 -5.01 0.11
H -2.25 -3.65 1.27 0.14
C 2.49 -0.86 4.88 0.00
C -2.91 0.39 0.20 -0.17
```